Formula: C23H24NO
Source: the OMol25 dataset
Level of theory: ωB97M-V with the def2-TZVPD basis set

Output
ΔE to the lowest compared entry with this formula, charge and spin in kJ/mol: 122.1
Net charge: +1
Kohn-Sham gap in eV: 6.621
Electronic energy in hartree: -1020.57274
LUMO in eV: -4.86

Structure (XYZ):
```
49
Properties=species:S:1:pos:R:3:forces:R:3:nbo_charge:R:1
C -3.7299 -3.0665 4.3331 0.191 0.229 0.038 -0.2637
O -2.4893 -2.3294 4.3968 0.077 0.323 -1.025 -0.4659
C -1.9697 -1.8257 3.2527 -0.451 -0.386 0.131 0.3994
C -0.6871 -1.2477 3.3762 -0.270 -0.240 -0.024 -0.2587
C -0.0039 -0.8408 2.2586 -0.325 0.068 -0.201 -0.1520
C -0.6155 -0.9165 0.9709 0.011 0.148 -0.096 -0.1409
C 0.0638 -0.4902 -0.2374 -0.310 0.261 0.791 0.2806
C -0.5855 -0.1763 -1.5042 0.557 0.119 -1.535 -0.0575
C 0.4289 -0.1819 -2.5224 -1.559 -0.248 0.101 -0.0244
C 0.0949 -0.0805 -3.8631 0.116 0.058 0.330 -0.1813
C -1.2453 0.1390 -4.2021 -0.312 -0.159 0.457 -0.1554
C -2.2268 0.2353 -3.1997 0.172 0.113 -0.284 -0.2082
C -1.9057 0.1021 -1.8432 0.227 0.088 -0.093 -0.1977
C 1.7010 -0.4991 -1.9026 0.665 -0.968 1.105 -0.0410
C 1.4697 -0.7279 -0.5044 0.894 -0.094 -1.336 -0.0668
C 2.4616 -1.2685 0.2986 -0.085 0.186 -0.202 -0.1747
C 3.7082 -1.5202 -0.2801 0.286 -0.005 -0.346 -0.2070
C 3.9382 -1.3056 -1.6517 -0.239 -0.090 0.496 -0.1568
C 2.9158 -0.8255 -2.4837 -0.316 0.132 0.272 -0.1762
C -1.9271 -1.4369 0.8772 0.094 0.341 0.143 -0.1183
C -2.6126 -1.8799 1.9924 0.292 -0.082 0.516 -0.3161
H -3.8723 -3.3787 5.3694 -0.210 -0.075 -0.324 0.2229
H -4.5568 -2.4173 4.0038 0.277 -0.213 0.175 0.1898
H -3.6399 -3.9361 3.6611 0.027 0.310 0.289 0.1940
H -0.2711 -1.1757 4.3762 0.056 -0.016 -0.181 0.2493
H 0.9937 -0.4238 2.3956 -0.325 -0.038 -0.108 0.2189
H 0.8761 -0.2302 -4.6093 -0.341 0.259 0.016 0.2288
H -1.5378 0.2068 -5.2493 0.057 0.004 0.278 0.2354
H -3.2670 0.3973 -3.4812 0.300 0.042 0.040 0.2336
H -2.6633 0.2430 -1.0720 0.075 -0.122 -0.348 0.2255
H 2.2482 -1.5058 1.3384 0.341 -0.104 -0.304 0.2224
H 4.5024 -1.9298 0.3448 -0.174 0.110 -0.255 0.2336
H 4.9041 -1.5673 -2.0789 -0.193 0.066 0.121 0.2346
H 3.0151 -0.7598 -3.5676 0.267 0.038 0.318 0.2284
H -2.4062 -1.4974 -0.0975 0.172 -0.151 0.336 0.2331
H -3.6238 -2.2679 1.8891 0.319 0.004 0.050 0.2427
C 2.2551 3.3300 0.3751 0.034 0.016 0.109 -0.6145
C 1.0238 2.8297 -0.3671 0.335 -0.359 -0.947 -0.0636
C 0.0482 3.9663 -0.6333 -0.077 0.065 0.042 -0.6126
N 0.4046 1.6727 0.2574 -0.961 -0.886 1.603 -0.7297
H 2.8176 3.9828 -0.3051 -0.093 -0.086 0.307 0.2336
H 1.9599 3.9048 1.2661 0.145 -0.166 -0.225 0.2158
H 2.9226 2.5140 0.6802 -0.138 0.105 -0.094 0.2136
H 1.3565 2.4396 -1.3428 0.116 0.224 -0.108 0.1907
H 0.5121 4.6441 -1.3617 -0.215 -0.045 0.251 0.2325
H -0.8978 3.6111 -1.0602 0.178 0.032 0.048 0.2131
H -0.1606 4.5193 0.2946 -0.005 -0.119 -0.281 0.2160
H -0.6279 1.6891 0.3345 1.156 0.367 0.477 0.3993
H 0.9007 1.2819 1.0777 -0.835 0.947 -0.524 0.3953
```
Positions in Å, forces in eV/Å.